No. 1
ORCA calculation (ωB97M-V/def2-TZVPD) on 2 unconnected molecules or ions with the total composition C24H22N2O2 at a distorted geometry.

Summary:
- Kohn-Sham gap (eV) = 3.047
- max |F| (eV Å⁻¹) = 3.48

The geometry in XYZ format:
```
50
C24H22N2O2, DFT ωB97M-V/def2-TZVPD
C -5.91 3.17 -1.52
O -5.96 1.72 -1.56
C -4.76 1.09 -1.53
C -4.76 -0.33 -1.50
C -3.58 -1.03 -1.45
C -2.32 -0.35 -1.43
C -1.10 -1.08 -1.38
C 0.13 -0.46 -1.55
C 1.36 -1.09 -1.41
C 2.59 -0.37 -1.47
C 3.84 -1.06 -1.50
C 5.03 -0.38 -1.53
C 5.04 1.04 -1.53
O 6.26 1.65 -1.54
C 6.24 3.10 -1.51
C 3.81 1.75 -1.52
C 2.62 1.05 -1.50
C -2.34 1.07 -1.47
C -3.52 1.79 -1.52
H -6.95 3.51 -1.52
H -5.40 3.51 -0.60
H -5.39 3.55 -2.41
H -5.73 -0.84 -1.51
H -3.58 -2.12 -1.43
H -1.14 -2.16 -1.22
H 0.13 0.59 -1.84
H 1.39 -2.17 -1.27
H 3.83 -2.15 -1.49
H 5.99 -0.90 -1.55
H 7.28 3.41 -1.51
H 5.73 3.49 -2.41
H 5.73 3.45 -0.60
H 3.79 2.85 -1.53
H 1.69 1.62 -1.47
H -1.40 1.63 -1.45
H -3.48 2.88 -1.54
C 0.38 -1.72 5.55
C -0.36 -2.88 5.27
C -0.81 -3.08 3.96
C -0.51 -2.09 2.91
C 0.23 -0.94 3.22
C 0.66 -0.77 4.55
N -1.07 -2.54 1.74
C -1.68 -3.73 2.06
N -1.54 -4.08 3.37
H 0.73 -1.55 6.57
H -0.60 -3.63 6.02
H 0.44 -0.23 2.42
H 1.24 0.13 4.81
H -2.22 -4.33 1.33
```

=====

No. 2
ORCA calculation (ωB97M-V/def2-TZVPD) on 2 unconnected molecules or ions with the total composition C24H23BCl4N4O at a distorted geometry.

Summary:
- Kohn-Sham gap (eV) = 6.514
- max |F| (eV Å⁻¹) = 2.95

The geometry in XYZ format:
```
57
C24H23BCl4N4O, DFT ωB97M-V/def2-TZVPD
Cl 1.67 -3.20 -2.08
B 0.54 -3.03 -0.62
Cl -1.22 -2.57 -1.11
Cl 0.50 -4.62 0.39
O 1.13 -1.94 0.21
C 0.57 -1.38 1.22
C 0.83 0.00 1.50
C 0.10 0.61 2.54
C 0.40 1.90 2.94
C 1.45 2.59 2.32
Cl 1.98 4.09 2.95
C 2.09 2.04 1.19
C 1.76 0.77 0.76
H -0.18 -1.94 1.80
H -0.70 0.03 3.01
H -0.15 2.39 3.73
H 2.83 2.64 0.67
H 2.24 0.35 -0.12
N 4.25 0.10 2.87
N 4.39 -0.48 3.85
N 4.79 -1.13 4.83
C 3.77 -1.41 5.85
C 4.54 -1.83 7.10
C 4.00 -1.71 8.38
C 4.80 -2.02 9.49
C 6.11 -2.48 9.32
C 6.62 -2.65 8.03
C 5.82 -2.34 6.92
C 2.90 -0.18 6.06
C 3.51 1.06 5.96
C 2.73 2.22 5.96
C 1.35 2.13 6.21
C 0.78 0.88 6.50
C 1.56 -0.28 6.44
C 2.93 -2.58 5.31
C 3.74 -3.85 4.99
C 2.93 -4.52 3.87
C 2.01 -3.43 3.30
N 2.29 -2.26 4.09
H 2.97 -1.38 8.51
H 4.38 -1.90 10.50
H 6.73 -2.71 10.18
H 7.63 -3.02 7.85
H 6.21 -2.46 5.91
H 4.61 1.14 5.92
H 3.21 3.18 5.78
H 0.73 3.03 6.19
H -0.27 0.80 6.78
H 1.11 -1.24 6.70
H 2.19 -2.81 6.11
H 4.71 -3.52 4.60
H 3.90 -4.46 5.88
H 3.59 -4.90 3.09
H 2.32 -5.34 4.25
H 2.23 -3.27 2.24
H 0.95 -3.72 3.33
H 1.61 -1.51 4.10
```

=====

No. 3
ORCA calculation (ωB97M-V/def2-TZVPD) on a molecular structure, C24H23BeBrCl5CsF2I2N3O4 at a distorted geometry.

Summary:
- Kohn-Sham gap (eV) = 1.102
- max |F| (eV Å⁻¹) = 3.80
- charge = -1

The geometry in XYZ format:
```
66
C24H23BeBrCl5CsF2I2N3O4, DFT ωB97M-V/def2-TZVPD
C -1.10 3.08 -0.85
C -2.39 2.55 -0.14
I -4.26 3.55 -0.56
C -2.38 1.49 0.75
I -4.19 0.84 1.76
N -1.17 0.75 1.09
C -0.75 0.58 2.43
C 0.48 -0.23 2.46
C 1.33 -0.72 3.66
C 2.07 0.41 4.45
N 1.62 1.59 4.69
N 0.71 -0.50 1.08
O 1.76 -1.24 0.63
C 1.19 -2.49 0.15
O 0.58 -3.21 0.89
C 1.41 -2.88 -1.33
C 0.60 -3.95 -1.94
C 0.75 -4.37 -3.35
C 1.74 -3.62 -4.16
C 2.58 -2.55 -3.59
C 2.42 -2.16 -2.17
C -0.28 0.07 0.30
H -0.26 2.34 -0.89
H -0.75 4.02 -0.33
H -1.36 3.34 -1.91
H -1.27 0.97 3.35
H 0.67 -1.38 4.29
H 2.14 -1.39 3.22
H 3.09 0.16 4.88
H 0.69 1.67 4.27
H -0.16 -4.47 -1.27
H 0.12 -5.20 -3.74
H 1.86 -3.91 -5.23
H 3.35 -2.03 -4.23
H 3.04 -1.33 -1.74
H -0.33 -0.01 -0.81
C -5.51 1.66 6.35
C -5.80 2.00 4.88
O -6.75 1.38 4.36
O -5.05 2.87 4.38
H -6.19 0.90 6.72
H -4.49 1.28 6.44
H -5.61 2.56 6.96
F 0.69 1.99 -3.11
C 1.95 2.15 -3.59
C 2.98 1.39 -3.05
C 4.27 1.55 -3.55
C 4.51 2.47 -4.56
C 3.47 3.22 -5.09
C 2.18 3.06 -4.60
H 2.76 0.69 -2.26
H 5.08 0.95 -3.14
H 5.52 2.59 -4.94
H 3.67 3.95 -5.88
H 1.35 3.63 -5.00
Cl 3.24 5.76 -5.61
Be 4.27 -0.54 3.19
C -2.19 -7.00 -0.16
Cl -1.43 -8.52 0.33
Cl -1.15 -6.16 -1.34
Cl -3.79 -7.29 -0.86
H -2.30 -6.38 0.71
Br -4.54 6.33 -0.80
Cs -4.06 8.48 0.97
Cl 3.19 3.15 4.81
F -3.82 -7.89 1.36
```

=====

No. 4
ORCA calculation (ωB97M-V/def2-TZVPD) on 3 unconnected molecules or ions with the total composition C24H23Br2F16NO5.

Summary:
- Kohn-Sham gap (eV) = 8.943
- max |F| (eV Å⁻¹) = 0.62
- structure (SMILES) = CCCOc1cc([C@H](Br)[C@H](C)Br)cc2c1C(=O)NC2=O.FC(F)C(F)(F)COC(F)(F)C(F)F.FC(F)C(F)(F)COC(F)(F)C(F)F

The geometry in XYZ format:
```
71
C24H23Br2F16NO5, DFT ωB97M-V/def2-TZVPD
C -1.48 2.80 0.21
C -1.12 1.32 -0.04
C -2.25 0.45 0.48
O -1.95 -0.96 0.47
C -0.88 -1.30 1.23
C 0.23 -1.86 0.60
C 1.37 -2.23 1.31
C 2.58 -2.83 0.64
Br 4.03 -1.54 0.62
C 2.35 -3.49 -0.72
C 3.44 -4.50 -1.08
Br 2.19 -2.22 -2.18
C 1.42 -2.03 2.70
C 0.33 -1.48 3.30
C -0.82 -1.12 2.60
C -1.81 -0.57 3.58
O -2.95 -0.22 3.42
N -1.15 -0.58 4.81
C 0.13 -1.14 4.74
O 0.87 -1.31 5.67
H -1.28 3.43 -0.65
H -0.88 3.18 1.04
H -2.52 2.91 0.51
H -0.95 1.13 -1.10
H -0.19 1.10 0.48
H -3.13 0.57 -0.15
H -2.53 0.75 1.49
H 0.17 -1.98 -0.48
H 2.95 -3.63 1.29
H 1.39 -4.01 -0.66
H 4.28 -4.01 -1.57
H 3.05 -5.28 -1.73
H 3.83 -4.98 -0.17
H 2.31 -2.30 3.26
H -1.58 -0.28 5.67
F -0.31 -4.69 -8.29
C 0.02 -3.92 -9.35
F 0.56 -4.71 -10.30
C 1.04 -2.85 -8.96
F 2.20 -3.43 -8.60
F 1.26 -2.14 -10.11
C 0.62 -1.81 -7.91
O 1.05 -2.02 -6.58
C 0.31 -2.72 -5.67
F -0.88 -3.10 -6.16
F 0.07 -1.90 -4.63
C 1.09 -3.93 -5.13
F 1.42 -4.75 -6.15
F 0.30 -4.61 -4.27
H -0.89 -3.45 -9.75
H 1.14 -0.90 -8.21
H -0.45 -1.61 -7.97
H 2.00 -3.61 -4.61
F -1.18 6.35 3.49
C -1.25 7.31 4.43
F -0.41 8.31 4.09
C -0.84 6.77 5.80
F 0.46 6.42 5.78
F -0.99 7.83 6.65
C -1.70 5.65 6.40
O -1.21 4.33 6.26
C -1.53 3.54 5.20
F -2.42 4.12 4.38
F -2.10 2.41 5.68
C -0.28 3.08 4.43
F 0.41 4.14 3.97
F -0.69 2.34 3.37
H -2.27 7.71 4.46
H -1.67 5.83 7.48
H -2.74 5.73 6.09
H 0.36 2.48 5.08
```

=====

No. 5
ORCA calculation (ωB97M-V/def2-TZVPD) on a molecular structure, C24H23Cl2ErN3O2SSi at a distorted geometry.

Summary:
- Kohn-Sham gap (alpha / beta) (eV) = 4.400 / 4.415
- max |F| (eV Å⁻¹) = 4.56
- charge = +1
- 2S+1 = 4

The geometry in XYZ format:
```
57
C24H23Cl2ErN3O2SSi, DFT ωB97M-V/def2-TZVPD
Er 0.24 0.24 -1.02
Cl 1.06 -4.64 4.45
C 0.53 -3.62 3.20
C -0.76 -3.77 2.66
C -1.15 -3.07 1.52
Cl -2.76 -3.32 0.90
C -0.22 -2.15 0.92
O -0.64 -1.38 -0.03
C 1.12 -1.99 1.52
C 2.19 -1.25 0.95
O 2.10 -0.49 -0.11
C 1.42 -2.67 2.69
H -1.42 -4.51 3.10
H 3.20 -1.30 1.37
H 2.30 -2.39 3.25
C 2.32 4.04 -4.52
N 2.45 2.61 -4.19
C 3.28 1.69 -4.81
C 2.94 0.46 -4.42
N 1.84 0.58 -3.58
C 1.56 1.92 -3.41
S 0.40 2.65 -2.44
C 1.08 -0.53 -3.12
C 1.71 -1.74 -2.85
C 0.98 -2.89 -2.56
C -0.41 -2.86 -2.77
C -0.98 -1.62 -3.08
N -0.30 -0.44 -3.10
H 3.25 4.40 -4.92
H 2.08 4.62 -3.61
H 1.54 4.25 -5.26
H 4.05 2.00 -5.44
H 3.31 -0.51 -4.71
H 2.79 -1.71 -2.85
H 1.46 -3.78 -2.17
H -1.03 -3.72 -2.74
H -2.05 -1.50 -3.25
C 0.13 2.81 2.16
Si -1.16 1.84 1.16
C -2.53 3.00 0.53
C -1.94 0.78 2.53
C -1.14 0.41 3.61
C -1.71 -0.02 4.80
C -3.09 -0.17 4.84
C -3.89 0.04 3.71
C -3.33 0.53 2.57
H -0.23 2.94 3.17
H 0.29 3.85 1.77
H 1.13 2.36 2.15
H -2.94 3.56 1.32
H -3.33 2.41 0.04
H -2.09 3.69 -0.23
H -0.09 0.42 3.50
H -1.10 -0.16 5.66
H -3.52 -0.52 5.77
H -4.99 -0.11 3.64
H -3.99 0.76 1.73
```

=====

No. 6
ORCA calculation (ωB97M-V/def2-TZVPD) on a molecular structure, C24H23F6N8O9RuS5 at a distorted geometry.

Summary:
- Kohn-Sham gap (alpha / beta) (eV) = 7.615 / 6.214
- max |F| (eV Å⁻¹) = 2.41
- 2S+1 = 6

The geometry in XYZ format:
```
76
C24H23F6N8O9RuS5, DFT ωB97M-V/def2-TZVPD
Ru 0.99 0.17 -0.18
N 3.22 -0.62 2.44
C 1.93 -0.81 2.62
N 0.95 -0.29 1.90
C -0.28 -0.67 2.38
C -0.25 -1.44 3.49
S 1.37 -1.76 3.98
C -1.50 -0.33 1.60
C -2.84 -0.71 2.33
S -3.93 -1.11 0.95
C -2.56 -1.11 -0.22
N -1.42 -0.80 0.26
N -2.86 -1.36 -1.50
H 3.50 0.09 1.75
H 3.89 -1.11 3.00
H -1.06 -1.87 4.05
H -2.87 -1.54 3.04
H -3.70 -1.87 -1.69
H -2.07 -1.56 -2.10
C -5.15 1.36 3.78
C -3.83 1.77 3.23
C -3.41 3.03 3.03
C -2.20 3.39 2.31
C -1.49 2.47 1.62
C -2.06 1.12 1.66
C -2.81 0.73 2.91
S -0.70 2.77 0.04
O -1.40 1.90 -0.87
O -0.67 4.18 -0.24
N 0.85 2.18 0.08
C 1.85 3.14 0.34
C 2.93 2.45 1.27
O 3.22 2.99 2.31
O 3.33 1.38 0.75
H -5.77 2.22 4.01
H -5.00 0.77 4.69
H -5.66 0.72 3.06
H -4.03 3.85 3.34
H -1.96 4.44 2.21
H -2.79 1.13 0.83
H -2.13 0.66 3.77
H 1.43 4.04 0.79
H 2.42 3.40 -0.57
O 3.49 -0.81 -0.68
H 3.93 -0.04 -0.28
H 3.50 -0.65 -1.63
F -0.34 -5.60 0.32
C 0.11 -4.40 0.66
F -0.84 -3.79 1.38
F 1.15 -4.56 1.47
S 0.42 -3.27 -0.83
O 0.95 -2.08 -0.17
O -0.92 -3.21 -1.35
N 1.45 -3.89 -1.80
S 2.83 -3.02 -1.92
O 3.65 -3.63 -2.91
O 2.25 -1.57 -2.90
C 3.72 -3.95 -0.24
F 3.42 -3.28 0.88
F 5.04 -3.92 -0.39
F 3.32 -5.21 -0.09
N 0.66 -0.70 -4.32
C 1.00 -1.00 -2.94
N 0.92 0.28 -2.24
C 0.67 1.23 -3.15
C 0.55 2.62 -3.04
C 0.29 3.36 -4.17
C 0.17 2.77 -5.43
C 0.31 1.40 -5.59
C 0.55 0.65 -4.46
H 1.03 -1.30 -5.04
H 0.24 -1.70 -2.55
H 0.62 3.10 -2.08
H 0.18 4.43 -4.09
H -0.02 3.39 -6.29
H 0.23 0.93 -6.56
```

=====

No. 7
ORCA calculation (ωB97M-V/def2-TZVPD) on C24H23FN6O3S in the gas phase at a distorted geometry.

Summary:
- Kohn-Sham gap (eV) = 9.066
- max |F| (eV Å⁻¹) = 1.38
- structure (SMILES) = O=c1[nH]c(C2CCN(S(=O)(=O)/C=C/c3ccccc3)CC2)nc2c1nnn2Cc1ccc(F)cc1

The geometry in XYZ format:
```
58
C24H23FN6O3S, DFT ωB97M-V/def2-TZVPD
O 4.54 -4.70 -0.19
C 3.52 -4.09 -0.37
N 3.15 -3.06 0.54
C 2.05 -2.27 0.49
C 1.90 -1.19 1.52
C 2.45 0.12 0.93
C 2.24 1.26 1.92
N 0.83 1.38 2.20
S 0.22 2.86 2.69
O 1.24 3.85 2.51
O -0.40 2.72 3.98
C -1.04 3.08 1.46
C -2.31 2.90 1.77
C -3.47 2.98 0.89
C -4.73 2.69 1.41
C -5.85 2.74 0.61
C -5.73 3.08 -0.73
C -4.48 3.37 -1.26
C -3.36 3.32 -0.46
C 0.28 0.21 2.83
C 0.42 -0.98 1.89
N 1.14 -2.38 -0.42
C 1.40 -3.33 -1.35
C 2.51 -4.19 -1.39
N 2.38 -4.96 -2.50
N 1.31 -4.63 -3.10
N 0.68 -3.65 -2.44
C -0.55 -3.05 -2.89
C -0.51 -1.57 -2.61
C 0.45 -0.79 -3.24
C 0.56 0.56 -2.95
C -0.31 1.11 -2.03
F -0.21 2.42 -1.74
C -1.29 0.36 -1.40
C -1.38 -0.99 -1.70
H 3.82 -2.92 1.29
H 2.47 -1.44 2.42
H 3.51 0.02 0.70
H 1.92 0.34 0.00
H 2.57 2.22 1.50
H 2.82 1.07 2.83
H -0.64 3.33 0.49
H -2.52 2.66 2.81
H -4.83 2.42 2.45
H -6.82 2.52 1.02
H -6.61 3.13 -1.36
H -4.39 3.65 -2.30
H -2.39 3.56 -0.87
H -0.78 0.41 3.03
H 0.78 0.00 3.79
H 0.03 -1.88 2.37
H -0.14 -0.81 0.97
H -0.64 -3.27 -3.96
H -1.40 -3.52 -2.36
H 1.13 -1.24 -3.95
H 1.31 1.18 -3.42
H -1.95 0.83 -0.69
H -2.12 -1.59 -1.20
```

=====

No. 8
ORCA calculation (ωB97M-V/def2-TZVPD) on C24H23N3O3S in the gas phase at a distorted geometry.

Summary:
- Kohn-Sham gap (eV) = 7.686
- max |F| (eV Å⁻¹) = 1.16
- structure (SMILES) = COc1ccc(-c2ccc(C#N)c(SCC(=O)NCCc3ccccc3)n2)cc1OC

The geometry in XYZ format:
```
54
C24H23N3O3S, DFT ωB97M-V/def2-TZVPD
C -6.81 -2.29 -0.14
O -6.56 -0.96 -0.55
C -5.34 -0.39 -0.44
C -5.28 0.92 -0.89
C -4.12 1.66 -0.87
C -2.95 1.09 -0.38
C -1.69 1.83 -0.33
C -1.47 3.00 -1.06
C -0.28 3.67 -0.93
C 0.71 3.17 -0.08
C 1.95 3.81 0.09
N 2.96 4.33 0.21
C 0.41 1.97 0.59
S 1.60 1.27 1.67
C 0.84 -0.36 1.95
C 0.81 -1.23 0.70
O -0.09 -2.03 0.52
N 1.83 -1.05 -0.14
C 2.06 -1.88 -1.30
C 3.23 -2.85 -1.07
C 4.48 -2.09 -0.74
C 5.30 -1.60 -1.75
C 6.42 -0.85 -1.45
C 6.74 -0.56 -0.13
C 5.93 -1.04 0.88
C 4.81 -1.80 0.58
N -0.73 1.34 0.46
C -2.99 -0.23 0.09
C -4.16 -0.98 0.07
O -4.22 -2.26 0.53
C -3.10 -2.81 1.18
H -6.20 -3.01 -0.68
H -7.86 -2.46 -0.37
H -6.65 -2.41 0.93
H -6.20 1.35 -1.26
H -4.15 2.69 -1.20
H -2.22 3.38 -1.74
H -0.08 4.58 -1.48
H 1.45 -0.84 2.72
H -0.17 -0.21 2.32
H 2.57 -0.41 0.12
H 2.28 -1.23 -2.16
H 1.14 -2.43 -1.49
H 3.37 -3.44 -1.98
H 2.97 -3.52 -0.25
H 5.06 -1.82 -2.79
H 7.05 -0.48 -2.25
H 7.61 0.03 0.10
H 6.17 -0.83 1.91
H 4.18 -2.18 1.37
H -2.07 -0.67 0.44
H -3.40 -3.81 1.48
H -2.84 -2.23 2.07
H -2.22 -2.87 0.53
```